(1)
Molecular formula: C2H4ClFN2
Method: DFT, ωB97M-V/def2-TZVPD

Calculated values
* E_LUMO: 0.769 eV
* E: -748.120523 Eh
* gap between HOMO and LUMO: 10.159 eV
* ΔE to the lowest compared entry with this formula, charge and spin: 1.476 eV
* HOMO: -9.390 eV
* maximum force: 2.5 eV/Å
* SMILES string: N/N=C\[C@@H](F)Cl

```
! RIJCOSX wB97M-V def2-TZVPD def2/J DEFGRID3
* xyz 0 1
F -1.2010 -0.4726 -0.5754
Cl 0.9257 -1.7841 -0.1691
H 1.7162 0.9231 -0.3350
N 0.1740 1.9703 0.2803
C -0.0483 -0.4223 0.2134
H -0.3541 -0.6147 1.2798
C 0.7144 0.8403 -0.0157
N -1.1784 1.9866 0.5054
H -1.5362 2.8966 0.3139
H -1.7193 1.1713 0.1085
*
```

***

(2)
Molecular formula: C19H12Cl3CuI2N3O3Se
Method: DFT, ωB97M-V/def2-TZVPD

Calculated values
* E_LUMO (spin up / spin down): -0.075 / -0.854 eV
* expectation value of S²: 0.7541
* E: -7139.183763 Eh
* gap between HOMO and LUMO (spin up / spin down): 7.703 / 6.894 eV
* ΔE to the lowest compared entry with this formula, charge and spin: 0.580 eV
* HOMO (spin up / spin down): -7.778 / -7.748 eV
* maximum force: 1.3 eV/Å

```
! RIJCOSX wB97M-V def2-TZVPD def2/J DEFGRID3
* xyz 0 2
C -1.3596 -0.2767 -0.1175
H 2.4434 5.9932 -1.4890
Cu 0.3390 -0.8181 1.7670
C -2.5569 -2.3556 -0.8159
H 1.4709 -1.1301 -1.8323
H 1.3363 4.9540 -3.4147
C 2.5060 0.5730 -0.1929
H 1.0156 2.5058 -3.5368
O -1.2470 -0.9172 3.1914
H 1.8936 -0.1204 -3.2384
H 3.3443 1.8047 1.2338
C 2.6051 2.7900 -0.5305
I -5.1036 -2.4120 -2.5508
C -1.5945 -4.4427 -0.0872
C 2.3246 4.9183 -1.5117
C -2.5599 -3.7674 -0.7798
Se 2.6953 -1.0501 0.6795
C -0.2888 -1.1054 3.9609
C 1.3707 -0.1459 -2.2821
C -0.6203 -3.7117 0.6115
H -3.3414 -4.2985 -1.3068
C 2.7884 4.1614 -0.4497
H 3.2684 4.6153 0.4069
O -0.3403 0.2957 0.4615
Cl 0.9357 -1.3119 6.4016
N 1.9485 0.8302 -1.3861
C -3.4025 -0.1846 -1.4589
C 1.9874 2.1970 -1.6322
C 1.6990 4.3263 -2.6119
O 0.8952 -1.2231 3.5370
H 0.1432 -4.2061 1.2016
C 1.5177 2.9564 -2.6915
H -4.1375 0.4339 -1.9555
N 2.9162 1.7480 0.3267
I -2.1301 2.5220 -0.8486
Cl -1.5784 -2.5902 5.7967
C -1.5078 -1.7090 -0.1143
H -1.5804 -5.5231 -0.0562
C -2.3389 0.4363 -0.7955
C -3.5068 -1.5484 -1.4824
C -0.5581 -1.1811 5.4807
N -0.5858 -2.4036 0.5996
Cl -1.4202 0.2965 5.9487
H 0.3142 0.0746 -2.4361
*
```

***

(3)
Molecular formula: C4H14NO
Method: DFT, ωB97M-V/def2-TZVPD

Calculated values
* E_LUMO (spin up / spin down): 0.577 / 0.301 eV
* expectation value of S²: 0.7506
* E: -290.663113 Eh
* gap between HOMO and LUMO (spin up / spin down): 3.439 / 12.497 eV
* ΔE to the lowest compared entry with this formula, charge and spin: 1.634 eV
* HOMO (spin up / spin down): -2.862 / -12.197 eV
* maximum force: 1.3 eV/Å

```
! RIJCOSX wB97M-V def2-TZVPD def2/J DEFGRID3
* xyz 0 2
H 0.3012 0.6511 -0.9442
H 0.0151 -1.4307 2.1849
H -1.3195 -0.1100 -2.4821
C 0.3726 1.0560 1.5269
H -1.6047 0.1585 1.2064
H 3.0013 1.1180 -1.8959
H 1.3727 0.6267 1.4652
H 2.3611 -0.0771 -1.1758
H -0.8781 -2.1176 0.8441
H -1.2432 1.3572 -0.6597
O 2.1449 0.7733 -1.6050
C -0.1206 -1.3842 1.1026
C -1.3250 -0.5337 -1.4749
H 0.1796 1.0558 2.5986
C -0.5856 0.0566 0.8331
H 0.8302 -1.5403 0.5999
H -0.7983 -1.4818 -1.4910
N -0.6454 0.4525 -0.6083
H -2.3361 -0.6663 -1.0950
H 0.2778 2.0360 1.0704
*
```

***

(4)
Molecular formula: C11H5F6MnN3O8S7
Method: DFT, ωB97M-V/def2-TZVPD

Calculated values
* E_LUMO (spin up / spin down): 4.272 / 4.270 eV
* expectation value of S²: 8.7539
* E: -5726.206649 Eh
* gap between HOMO and LUMO (spin up / spin down): 5.802 / 5.873 eV
* ΔE to the lowest compared entry with this formula, charge and spin: 0.197 eV
* HOMO (spin up / spin down): -1.531 / -1.603 eV
* maximum force: 0.8 eV/Å

```
! RIJCOSX wB97M-V def2-TZVPD def2/J DEFGRID3
* xyz -2 6
H 3.1918 -0.2933 -3.1409
C -0.5349 2.9505 1.9662
C -0.7830 -2.3187 -2.0840
Mn -0.7376 -0.9300 0.6413
O 0.6320 -2.8425 -4.8445
O -2.9220 2.6674 2.9397
F -2.3104 4.2397 -1.9004
F 0.3149 2.4807 1.0594
O -3.6782 1.5732 -1.6015
S 1.2872 -0.8785 2.2251
H -0.1060 -2.9552 -4.0985
H 2.2673 0.8711 0.4261
C -0.5418 -2.4968 3.5276
S -0.9478 -3.2728 5.0443
S -2.1726 2.0876 1.8719
C 2.7771 0.7322 -0.5217
O -1.4385 -2.2365 -1.0303
O 2.5504 -1.7355 -5.1388
O -1.4902 0.7504 -0.7760
C 1.5764 -2.0229 -4.4634
F -1.3862 2.6884 -3.0831
C 2.0030 -0.2132 -1.3651
H 2.8763 1.6985 -1.0174
C 0.5899 -1.7453 3.5608
O -1.0783 -2.9643 -3.1225
N 2.3759 -0.5759 -2.6161
H 3.7723 0.3395 -0.3141
C 0.3904 -2.7555 5.9824
S -1.5721 -2.7792 2.1607
S 0.6544 -3.2070 7.5701
F 0.0023 2.8121 3.1742
N 0.8706 -0.8057 -1.0430
F -0.4161 3.4098 -1.3014
O -1.8461 0.6838 1.9261
C 1.4320 -1.4436 -3.1106
N -2.7492 2.5689 0.4859
S 1.4149 -1.7016 5.1015
F -0.6804 4.2595 1.7283
C 0.4938 -1.5510 -2.1236
S -2.4804 1.8023 -0.8599
C -1.6011 3.1094 -1.8347
*
```

***

(5)
Molecular formula: C5H9NOS
Method: DFT, ωB97M-V/def2-TZVPD

Calculated values
* E_LUMO: 0.590 eV
* E: -723.996535 Eh
* gap between HOMO and LUMO: 9.821 eV
* ΔE to the lowest compared entry with this formula, charge and spin: 3.354 eV
* HOMO: -9.231 eV
* maximum force: 6.5 eV/Å
* SMILES string: C[C@H]1NC(=O)[C@@]1(C)S

```
! RIJCOSX wB97M-V def2-TZVPD def2/J DEFGRID3
* xyz 0 1
H -1.5522 -2.1567 -2.2811
C 0.1149 -0.4943 1.9019
H 0.6711 0.5101 2.0429
C -0.2022 -0.0820 0.4464
C 1.2445 0.2461 -0.1068
H -1.3562 -0.2146 -1.9899
H -0.7306 -0.8256 2.6421
H 1.9371 -1.2334 -1.6363
N 1.2591 -0.8355 -0.8881
H -0.3834 2.3966 0.4293
C -1.3097 -1.1477 -1.5672
H -0.0905 -2.2441 -0.1579
H -2.2072 -1.2878 -0.7271
S -1.3505 1.3242 0.1258
H 1.0398 -1.2469 1.8085
C -0.1626 -1.2282 -0.6148
O 2.1694 0.9000 0.4648
*
```

***

(6)
Molecular formula: C3H7NS2
Method: DFT, ωB97M-V/def2-TZVPD

Calculated values
* E_LUMO: 0.801 eV
* E: -969.594434 Eh
* gap between HOMO and LUMO: 9.221 eV
* ΔE to the lowest compared entry with this formula, charge and spin: 1.167 eV
* HOMO: -8.420 eV
* maximum force: 2.3 eV/Å
* SMILES string: CCS/C=N/S

```
! RIJCOSX wB97M-V def2-TZVPD def2/J DEFGRID3
* xyz 0 1
H 1.0327 1.4122 -1.6303
C 1.1608 2.1899 -0.7987
H 2.1705 2.5495 -1.1302
S -0.4350 -2.4552 -0.9283
H 1.5656 0.5354 0.5405
N 0.0949 -0.9274 -0.2688
S -0.5370 1.2003 1.1485
C 1.1275 1.5354 0.5960
C -0.7902 -0.3096 0.3710
H 1.7241 2.1211 1.2830
H 0.4440 3.0061 -0.8957
H -1.8191 -0.6311 0.4655
H 0.7808 -2.9167 -1.2852
*
```

***

(7)
Molecular formula: C4H7O2PS
Method: DFT, ωB97M-V/def2-TZVPD

Calculated values
* E_LUMO (spin up / spin down): -1.952 / -1.553 eV
* E: -1046.560843 Eh
* gap between HOMO and LUMO (spin up / spin down): 6.422 / 7.156 eV
* HOMO (spin up / spin down): -8.374 / -8.708 eV
* maximum force: 4.4 eV/Å

```
! RIJCOSX wB97M-V def2-TZVPD def2/J DEFGRID3
* xyz 0 1
H -2.9523 -1.0827 -0.2949
C -0.9880 -0.5958 -0.0310
C -0.5297 -2.0992 0.1069
C -2.2806 -0.2668 -0.3368
H 1.6463 3.0827 -0.2303
O -0.0091 0.2443 -0.2370
H 0.5050 -2.1493 0.4059
O 2.5680 -0.3917 -0.2781
H 2.5911 2.1561 0.9362
P 1.5234 0.5680 -0.6881
C 1.6847 2.1554 0.4272
H 0.7523 2.2296 0.9368
H -0.4919 -2.6025 -0.8264
H -1.3471 -2.5327 0.7845
S -2.6720 1.2847 -0.6749
*
```

***

(8)
Molecular formula: C5H14
Method: DFT, ωB97M-V/def2-TZVPD

Calculated values
* E_LUMO: 1.055 eV
* E: -198.834943 Eh
* gap between HOMO and LUMO: 12.285 eV
* ΔE to the lowest compared entry with this formula, charge and spin: 1.475 eV
* HOMO: -11.230 eV
* maximum force: 4.5 eV/Å
* SMILES string: CCC.CC

```
! RIJCOSX wB97M-V def2-TZVPD def2/J DEFGRID3
* xyz 0 1
H 0.9890 0.2737 -3.5131
C -0.8287 0.9778 0.5230
H 0.1836 1.7487 2.2277
H 1.9447 -1.9525 -3.0366
H -1.2885 0.0861 0.2420
H 0.0358 -0.7337 2.3538
H 1.2916 0.8262 -2.0008
H -1.5889 1.8414 2.3417
C 1.4000 -1.4609 -2.2717
C 0.8749 -0.0590 -2.4733
H -0.8861 -0.2236 3.8804
H 0.5628 -2.1924 -2.2282
H 0.0765 0.8753 0.1313
H -1.6400 -0.8013 2.5598
H -1.3495 1.6079 -0.1652
H 1.8961 -1.7039 -1.3366
C -0.7823 1.2167 2.0437
H -0.1068 -0.1965 -2.0426
C -0.7839 -0.1301 2.7646
*
```

***

Please write out number 1 again, unchanged.
Molecular formula: C2H4ClFN2
Method: DFT, ωB97M-V/def2-TZVPD

Calculated values
* E_LUMO: 0.769 eV
* E: -748.120523 Eh
* gap between HOMO and LUMO: 10.159 eV
* ΔE to the lowest compared entry with this formula, charge and spin: 1.476 eV
* HOMO: -9.390 eV
* maximum force: 2.5 eV/Å
* SMILES string: N/N=C\[C@@H](F)Cl

```
! RIJCOSX wB97M-V def2-TZVPD def2/J DEFGRID3
* xyz 0 1
F -1.2010 -0.4726 -0.5754
Cl 0.9257 -1.7841 -0.1691
H 1.7162 0.9231 -0.3350
N 0.1740 1.9703 0.2803
C -0.0483 -0.4223 0.2134
H -0.3541 -0.6147 1.2798
C 0.7144 0.8403 -0.0157
N -1.1784 1.9866 0.5054
H -1.5362 2.8966 0.3139
H -1.7193 1.1713 0.1085
*
```

***

Question: Number 3 is which compound?
Answer: C4H14NO